The following is a quantum chemistry calculation of a 10-piece molecular cluster, C78H170N9O10 overall, from the Open Molecules 2025 dataset.

Summary:
Net charge   +7
Frontier orbital gap   3.117 eV
Multiplicity   1
E_HOMO   -12.016 eV
F_max   6.50 eV/A
E_tot   -4316.10033 a.u.

Element x y z (Å)
C1 -29.589 11.795 -13.150
C2 -28.543 12.177 -13.894
C3 -27.932 13.592 -13.837
O1 -27.020 14.068 -14.655
C4 -28.220 14.466 -12.814
C5 -29.305 14.027 -11.765
C6 -30.023 12.640 -11.984
O2 -31.036 12.275 -11.338
O3 -29.562 14.756 -10.839
O4 -28.278 11.311 -14.817
H1 -29.935 10.773 -13.122
H2 -27.754 15.424 -12.638
C7 -33.608 17.231 -10.811
O5 -34.605 16.673 -10.010
C8 -35.052 17.347 -8.875
C9 -34.176 16.922 -7.670
N1 -34.166 15.404 -7.460
H3 -35.084 15.005 -7.324
H4 -33.820 14.892 -8.259
C10 -33.326 14.915 -6.195
C11 -34.025 15.103 -4.836
O6 -34.458 16.392 -4.502
C12 -33.384 17.251 -4.103
H5 -33.880 18.205 -11.218
H6 -33.435 16.549 -11.644
H7 -32.787 17.474 -10.137
H8 -36.034 16.994 -8.560
H9 -35.052 18.436 -8.916
H10 -34.569 17.164 -6.682
H11 -33.148 17.277 -7.603
H12 -32.385 15.466 -6.204
H13 -33.145 13.858 -6.389
H14 -33.573 14.542 -4.018
H15 -34.958 14.586 -5.061
H16 -33.658 18.285 -4.311
H17 -32.501 17.183 -4.739
H18 -33.058 17.130 -3.070
C13 -26.262 3.901 -21.486
O7 -27.059 4.965 -21.933
C14 -27.872 5.437 -20.860
C15 -29.208 4.602 -20.513
N2 -29.816 4.033 -21.800
H19 -29.110 3.534 -22.323
H20 -30.430 3.264 -21.575
C16 -30.405 5.104 -22.724
C17 -31.386 4.385 -23.784
O8 -32.178 3.446 -23.084
C18 -32.142 2.215 -23.641
H21 -25.449 4.285 -20.871
H22 -25.671 3.592 -22.348
H23 -26.749 3.130 -20.889
H24 -28.328 6.325 -21.298
H25 -27.302 5.727 -19.977
H26 -29.978 5.195 -20.020
H27 -29.028 3.640 -20.035
H28 -29.534 5.623 -23.125
H29 -31.093 5.506 -21.980
H30 -30.538 4.005 -24.353
H31 -31.953 5.053 -24.433
H32 -32.929 1.593 -23.214
H33 -31.201 1.679 -23.516
H34 -32.319 2.250 -24.716
C19 -24.129 18.981 -6.737
O9 -24.775 18.175 -5.704
C20 -26.210 18.145 -5.882
C21 -26.834 19.601 -5.758
N3 -26.461 20.158 -4.370
H35 -26.695 19.431 -3.709
H36 -25.469 20.227 -4.193
C22 -26.913 21.565 -3.975
C23 -28.483 21.869 -4.153
O10 -28.719 21.788 -5.531
C24 -29.958 22.264 -6.038
H37 -24.365 20.033 -6.576
H38 -24.419 18.681 -7.743
H39 -23.091 19.000 -6.405
H40 -26.527 17.525 -5.044
H41 -26.613 17.616 -6.745
H42 -27.918 19.599 -5.871
H43 -26.517 20.322 -6.512
H44 -26.184 22.138 -4.549
H45 -26.667 21.631 -2.915
H46 -28.837 22.831 -3.782
H47 -29.037 21.137 -3.565
H48 -30.690 22.391 -5.240
H49 -30.363 21.630 -6.826
H50 -29.855 23.266 -6.454
C25 -28.514 4.579 0.521
C26 -28.560 5.353 -0.749
C27 -29.644 6.426 -0.799
N4 -29.763 7.182 -2.106
C28 -28.461 7.885 -2.567
C29 -28.459 8.418 -4.024
C30 -29.113 7.523 -5.050
C31 -30.451 6.808 -4.542
C32 -30.318 6.199 -3.212
C33 -30.896 8.234 -1.826
H51 -27.721 3.831 0.543
H52 -29.341 3.871 0.473
H53 -28.533 5.129 1.461
H54 -28.714 4.644 -1.563
H55 -27.581 5.806 -0.906
H56 -29.442 7.228 -0.088
H57 -30.527 5.860 -0.502
H58 -27.817 7.006 -2.595
H59 -28.054 8.504 -1.767
H60 -27.463 8.602 -4.429
H61 -29.024 9.346 -4.107
H62 -28.447 6.678 -5.220
H63 -29.241 7.995 -6.024
H64 -30.698 6.034 -5.269
H65 -31.339 7.430 -4.653
H66 -29.716 5.306 -3.379
H67 -31.380 6.029 -3.035
H68 -30.927 8.780 -2.769
H69 -30.547 8.887 -1.027
H70 -31.771 7.627 -1.592
C34 -28.540 13.931 -22.256
C35 -29.469 13.477 -21.090
C36 -30.960 13.957 -21.401
N5 -32.021 13.488 -20.341
C37 -33.482 13.559 -20.877
C38 -34.585 13.079 -19.995
C39 -34.314 11.649 -19.527
C40 -32.858 11.438 -19.056
C41 -31.781 12.026 -19.918
C42 -31.939 14.379 -18.986
H71 -27.483 13.792 -22.026
H72 -28.744 14.984 -22.448
H73 -28.807 13.622 -23.267
H74 -28.984 13.831 -20.180
H75 -29.389 12.412 -20.874
H76 -31.242 13.462 -22.330
H77 -31.079 15.030 -21.551
H78 -33.582 13.114 -21.867
H79 -33.664 14.616 -21.071
H80 -35.498 13.299 -20.548
H81 -34.707 13.836 -19.221
H82 -34.496 11.001 -20.384
H83 -35.098 11.323 -18.844
H84 -32.663 10.408 -18.759
H85 -33.083 11.961 -18.126
H86 -31.660 11.476 -20.852
H87 -30.842 12.121 -19.372
H88 -31.060 13.956 -18.501
H89 -32.895 14.273 -18.473
H90 -31.858 15.418 -19.305
C43 -22.499 10.515 -11.910
C44 -21.732 9.886 -13.120
C45 -21.018 11.011 -13.951
N6 -20.001 10.420 -14.965
C46 -20.649 9.409 -15.989
C47 -21.614 10.087 -17.114
C48 -20.950 11.300 -17.714
C49 -20.441 12.295 -16.682
C50 -19.420 11.614 -15.804
C51 -18.730 9.863 -14.343
H91 -22.975 9.776 -11.266
H92 -23.279 11.239 -12.147
H93 -21.708 10.959 -11.305
H94 -22.441 9.418 -13.804
H95 -20.992 9.172 -12.757
H96 -20.518 11.617 -13.196
H97 -21.867 11.466 -14.461
H98 -21.202 8.683 -15.393
H99 -19.964 8.789 -16.566
H100 -22.608 10.203 -16.683
H101 -21.711 9.286 -17.847
H102 -21.645 11.869 -18.332
H103 -20.192 10.928 -18.404
H104 -21.353 12.831 -16.417
H105 -19.993 13.182 -17.130
H106 -18.953 12.310 -15.107
H107 -18.590 11.430 -16.487
H108 -18.018 9.537 -15.102
H109 -18.888 8.927 -13.808
H110 -18.234 10.598 -13.709
C52 -26.169 1.291 -6.948
C53 -26.765 0.564 -8.208
C54 -27.389 1.622 -9.132
N7 -27.690 1.049 -10.625
C55 -28.421 2.152 -11.425
C56 -27.440 3.360 -11.662
C57 -26.169 2.885 -12.305
C58 -25.384 1.793 -11.562
C59 -26.398 0.618 -11.324
C60 -28.519 -0.233 -10.554
H111 -26.870 1.734 -6.240
H112 -25.609 2.182 -7.231
H113 -25.479 0.662 -6.386
H114 -27.378 -0.243 -7.806
H115 -26.055 -0.087 -8.718
H116 -26.765 2.513 -9.204
H117 -28.341 2.079 -8.863
H118 -29.328 2.473 -10.912
H119 -28.708 1.809 -12.419
H120 -27.093 3.852 -10.754
H121 -27.819 4.126 -12.339
H122 -25.518 3.760 -12.316
H123 -26.373 2.632 -13.345
H124 -25.063 2.155 -10.585
H125 -24.473 1.476 -12.070
H126 -25.851 -0.210 -10.874
H127 -26.532 0.177 -12.312
H128 -28.026 -0.905 -9.851
H129 -28.500 -0.573 -11.589
H130 -29.534 0.042 -10.268
C61 -38.039 10.342 -13.198
C62 -37.012 9.426 -12.462
C63 -37.613 8.013 -12.356
N8 -36.871 6.992 -11.360
C64 -37.810 5.729 -11.255
C65 -37.787 4.972 -12.560
C66 -36.404 4.512 -13.082
C67 -35.460 5.754 -13.287
C68 -35.501 6.600 -11.990
C69 -36.520 7.544 -9.901
H131 -38.223 9.975 -14.207
H132 -37.604 11.342 -13.193
H133 -38.951 10.347 -12.600
H134 -37.021 9.761 -11.425
H135 -36.053 9.461 -12.978
H136 -37.519 7.583 -13.353
H137 -38.637 8.157 -12.012
H138 -38.769 6.128 -10.924
H139 -37.301 5.092 -10.532
H140 -38.282 5.621 -13.282
H141 -38.419 4.086 -12.507
H142 -36.475 4.011 -14.047
H143 -35.816 3.895 -12.402
H144 -35.774 6.203 -14.230
H145 -34.467 5.361 -13.506
H146 -34.933 7.516 -12.157
H147 -34.996 6.118 -11.154
H148 -37.522 7.847 -9.596
H149 -35.969 8.481 -9.981
H150 -36.048 6.776 -9.288
C70 -22.201 20.116 -15.227
C71 -23.451 19.967 -16.091
C72 -23.958 21.137 -16.989
N9 -25.258 20.803 -17.880
C73 -25.663 22.134 -18.665
C74 -24.424 22.487 -19.713
C75 -24.116 21.299 -20.647
C76 -23.901 20.008 -19.874
C77 -25.000 19.744 -18.941
C78 -26.392 20.363 -16.976
H151 -21.331 20.247 -15.870
H152 -22.008 19.221 -14.636
H153 -22.329 20.991 -14.591
H154 -24.150 19.475 -15.414
H155 -23.298 19.076 -16.700
H156 -23.054 21.444 -17.515
H157 -24.289 21.962 -16.358
H158 -26.160 22.914 -18.089
H159 -26.429 21.784 -19.357
H160 -23.575 22.900 -19.168
H161 -24.898 23.267 -20.309
H162 -23.263 21.570 -21.268
H163 -24.917 21.291 -21.386
H164 -22.989 19.978 -19.279
H165 -23.610 19.220 -20.568
H166 -24.818 18.832 -18.372
H167 -25.895 19.599 -19.546
H168 -26.128 19.369 -16.614
H169 -27.232 20.240 -17.661
H170 -26.604 21.049 -16.156